Density functional theory data (ωB97M-V/def2-TZVPD) for a 5-piece molecular cluster, C2H14O4S overall.

The geometry in ORCA input format:
```
! wB97M-V def2-TZVPD RIJCOSX def2/J DEFGRID3
* xyz 0 1
C 1.04 0.09 1.69
S -0.22 1.18 2.37
C -1.69 0.36 1.77
H 2.00 0.34 2.09
H 0.85 -0.93 2.01
H 1.00 0.09 0.60
H -1.68 0.30 0.67
H -2.54 1.00 1.99
H -1.86 -0.64 2.17
O -0.31 0.83 -2.33
H -0.42 1.57 -1.70
H -1.18 0.74 -2.73
O 0.91 -1.66 -2.27
H 1.84 -1.42 -2.30
H 0.47 -0.77 -2.18
O -0.53 2.89 -0.44
H -0.05 2.60 0.37
H -0.33 3.84 -0.38
O 0.66 -3.51 -0.16
H 1.43 -4.04 -0.35
H 0.59 -2.86 -0.88
*
```

## Properties
orbital gap	9.39	eV
SMILES	CSC.O.O.O.O
M	134.20	g mol⁻¹
F_max	0.0201	Eh/bohr
ΔE to the lowest compared entry with this formula, charge and spin	0.206	eV
E_LUMO	0.47	eV


Density functional theory data (ωB97M-V/def2-TZVPD) for AgH28O18P as an isolated structure.

The geometry in ORCA input format:
```
! wB97M-V def2-TZVPD RIJCOSX def2/J DEFGRID3
* xyz -2 1
Ag -21.84 10.20 0.38
P -23.74 8.75 1.33
O -23.58 9.15 -0.25
O -23.87 10.13 0.91
O -22.40 8.24 0.96
O -22.90 9.59 2.24
O -25.81 11.64 1.00
H -25.50 12.47 0.69
H -25.04 11.02 0.93
O -25.70 9.74 -1.22
H -26.04 10.49 -0.76
H -24.78 9.53 -0.80
O -21.97 5.97 1.89
H -22.15 6.88 1.45
H -22.20 5.98 2.82
O -22.75 12.42 1.38
H -22.13 12.13 2.06
H -23.22 11.54 1.27
O -23.30 4.93 -0.16
H -23.76 5.66 -0.58
H -22.90 5.40 0.57
O -20.12 8.78 1.71
H -21.06 8.55 1.56
H -20.19 9.57 2.26
O -21.31 7.45 -1.09
H -21.98 8.00 -1.52
H -21.70 7.72 -0.21
O -23.47 11.49 -1.10
H -23.65 10.82 -0.42
H -23.74 10.92 -1.82
O -24.53 6.99 -1.31
H -25.46 7.14 -1.36
H -24.16 7.85 -1.03
O -26.89 8.91 1.47
H -26.74 9.79 1.14
H -27.59 8.52 0.95
O -24.44 11.11 3.46
H -23.76 10.52 2.99
H -24.76 11.53 2.68
O -22.75 9.15 -2.42
H -22.01 9.75 -2.29
H -23.05 9.12 -1.45
O -22.13 8.47 4.34
H -22.41 8.80 3.46
H -21.31 8.06 4.08
O -21.04 10.92 2.96
H -21.86 10.36 2.65
H -21.11 11.03 3.93
*
```

## Properties
orbital gap	7.45	eV
M	455.05	g mol⁻¹
F_max	0.2925	Eh/bohr
ΔE to the lowest compared entry with this formula, charge and spin	0.000	eV
E_LUMO	4.70	eV


Density functional theory data (ωB97M-V/def2-TZVPD) for a 2-piece molecular cluster, C11H15N overall.

The geometry in ORCA input format:
```
! wB97M-V def2-TZVPD RIJCOSX def2/J DEFGRID3
* xyz 0 1
C 0.91 -1.26 -3.09
C -0.05 -1.50 -2.07
C -0.61 -2.79 -1.85
N -1.61 -2.73 -0.88
C -1.49 -1.46 -0.22
C -2.20 -1.06 0.93
C -2.10 0.28 1.07
C -1.19 1.12 0.45
C -0.44 0.64 -0.62
C -0.56 -0.72 -0.98
H 0.99 -1.91 -3.90
H 1.97 -1.30 -2.67
H 0.80 -0.16 -3.47
H -0.42 -3.76 -2.36
H -1.96 -3.44 -0.37
H -2.86 -1.80 1.46
H -2.53 0.80 1.96
H -1.09 2.19 0.73
H -0.03 1.30 -1.20
C 1.14 2.23 2.65
C 2.46 2.26 1.75
H 1.31 2.49 3.67
H 0.50 3.07 2.25
H 0.71 1.22 2.47
H 3.37 1.95 2.17
H 2.52 2.99 1.00
H 2.47 1.34 1.13
*
```

## Properties
orbital gap	8.57	eV
SMILES	Cc1c[nH]c2ccccc12.CC
M	161.25	g mol⁻¹
F_max	0.1087	Eh/bohr
ΔE to the lowest compared entry with this formula, charge and spin	2.413	eV
E_LUMO	0.92	eV


Density functional theory data (ωB97M-V/def2-TZVPD) for C10H15NO4 in the gas phase.

The geometry in ORCA input format:
```
! wB97M-V def2-TZVPD RIJCOSX def2/J DEFGRID3
* xyz 0 3
C -1.44 1.71 0.19
C -0.02 1.77 0.01
C 0.75 0.76 -0.50
C 0.09 -0.51 -0.92
C 2.19 0.86 -0.73
C -2.44 1.15 -0.53
C 0.62 3.05 0.47
C 2.85 -0.44 -1.13
C -1.02 -2.56 -0.33
C -0.05 -1.15 1.45
N -0.28 -1.37 0.04
O 2.82 1.89 -0.60
O -0.16 -0.73 -2.11
O -2.46 0.52 -1.70
O -3.69 1.33 -0.06
H -1.81 2.30 1.02
H -0.11 3.68 0.98
H 1.02 3.58 -0.39
H 1.46 2.85 1.13
H 3.91 -0.26 -1.30
H 2.40 -0.82 -2.04
H 2.72 -1.18 -0.35
H -2.08 -2.45 -0.07
H -0.93 -2.69 -1.40
H -0.62 -3.43 0.19
H -0.90 -0.65 1.91
H 0.11 -2.11 1.94
H 0.83 -0.52 1.59
H -1.58 0.24 -2.04
H -4.31 0.99 -0.72
*
```

## Properties
orbital gap (alpha / beta)	5.86 / 6.61	eV
M	213.23	g mol⁻¹
F_max	0.1049	Eh/bohr
ΔE to the lowest compared entry with this formula, charge and spin	0.000	eV
E_LUMO (alpha / beta)	0.50 / -2.44	eV
⟨S²⟩	2.01


Density functional theory data (ωB97M-V/def2-TZVPD) for C24H37N7O in the gas phase.

The geometry in ORCA input format:
```
! wB97M-V def2-TZVPD RIJCOSX def2/J DEFGRID3
* xyz 0 1
C -3.91 -4.38 -1.38
C -2.82 -3.38 -1.74
C -1.45 -3.84 -1.23
C -0.38 -2.81 -1.58
N -0.68 -1.52 -0.97
C 0.36 -0.55 -1.24
C 1.70 -0.89 -0.58
N 2.46 0.30 -0.25
C 3.08 1.01 -1.22
O 3.19 0.60 -2.36
C 3.72 2.33 -0.77
C 3.98 3.21 -1.99
C 2.65 3.71 -2.56
C 1.85 4.44 -1.48
N 1.68 3.60 -0.32
C 0.48 3.09 0.00
N -0.59 3.48 -0.70
C -1.79 3.00 -0.43
N -2.12 2.11 0.49
C -1.07 1.71 1.21
C 0.25 2.17 1.05
N 1.06 1.51 1.95
C 0.26 0.71 2.62
N -1.04 0.79 2.21
C -2.14 -0.02 2.64
C -1.87 -1.51 2.41
C -0.95 -2.13 3.47
C 0.50 -1.67 3.38
C 0.71 -0.19 3.71
C 2.91 3.14 0.26
C -1.97 -1.03 -1.46
C -3.10 -2.00 -1.15
H -4.88 -4.03 -1.75
H -3.70 -5.35 -1.82
H -3.98 -4.49 -0.30
H -2.77 -3.29 -2.83
H -1.18 -4.80 -1.66
H -1.50 -3.95 -0.14
H 0.59 -3.15 -1.20
H -0.30 -2.72 -2.67
H 0.51 -0.41 -2.33
H 0.01 0.41 -0.85
H 1.52 -1.44 0.35
H 2.31 -1.50 -1.25
H 2.24 0.73 0.64
H 4.68 2.05 -0.31
H 4.49 2.62 -2.75
H 4.61 4.05 -1.71
H 2.07 2.86 -2.92
H 2.83 4.39 -3.40
H 2.38 5.35 -1.17
H 0.86 4.72 -1.85
H -2.60 3.36 -1.05
H -3.00 0.31 2.05
H -2.35 0.17 3.70
H -2.83 -2.03 2.44
H -1.43 -1.63 1.42
H -0.98 -3.21 3.35
H -1.35 -1.90 4.47
H 0.89 -1.88 2.38
H 1.09 -2.26 4.09
H 1.77 0.01 3.88
H 0.16 0.06 4.63
H 3.51 4.03 0.52
H 2.71 2.59 1.17
H -2.17 -0.07 -0.98
H -1.92 -0.86 -2.55
H -4.03 -1.60 -1.56
H -3.21 -2.09 -0.07
*
```

## Properties
orbital gap	8.71	eV
SMILES	CC1CCN(CCNC(=O)[C@H]2CCCN(c3ncnc4c3nc3n4CCCCC3)C2)CC1
M	439.61	g mol⁻¹
F_max	0.0234	Eh/bohr
ΔE to the lowest compared entry with this formula, charge and spin	0.000	eV
E_LUMO	0.74	eV


Density functional theory data (ωB97M-V/def2-TZVPD) for a 3-piece molecular cluster, C33H64BFN3O10 overall.

The geometry in ORCA input format:
```
! wB97M-V def2-TZVPD RIJCOSX def2/J DEFGRID3
* xyz 1 1
C -0.14 0.54 3.56
C -1.07 0.48 2.62
C -2.06 0.37 1.32
O -2.55 1.73 1.24
C -1.54 2.70 1.51
N -0.58 3.47 1.56
C -3.28 -0.74 1.43
F -4.61 -0.11 1.59
C -3.22 -1.72 0.11
N -1.71 -1.77 -0.15
O -1.26 -2.26 1.05
C -1.28 -3.70 1.15
C -1.29 -4.05 2.77
C -0.83 -2.81 3.69
C -0.35 -5.32 3.13
C -0.85 -6.70 2.38
C 1.23 -5.06 2.89
B -1.25 -2.48 -1.45
O -2.29 -2.80 -2.41
C 0.32 -2.86 -1.74
C 0.68 -2.19 -3.20
C -1.35 -0.29 -0.01
C -1.11 0.62 -1.30
C -2.30 0.79 -2.35
N -3.66 1.07 -1.79
C -4.61 0.83 -2.96
C -5.12 -0.70 -3.07
C -3.87 2.52 -1.49
C -5.10 2.90 -0.47
O -3.21 3.50 -1.98
H 0.88 0.47 4.12
H -3.22 -1.31 2.44
H -3.90 -1.26 -0.70
H -3.76 -2.71 0.36
H -2.22 -4.23 0.75
H -0.31 -4.23 0.77
H -2.37 -4.37 3.06
H 0.12 -2.28 3.27
H -1.67 -2.06 3.94
H -0.50 -3.26 4.71
H -0.50 -5.51 4.27
H -1.93 -6.51 2.04
H -0.82 -7.57 3.15
H -0.17 -6.98 1.49
H 1.92 -5.56 3.66
H 1.50 -5.53 1.86
H 1.52 -3.93 2.79
H -2.61 -3.72 -2.27
H 0.36 -4.02 -1.89
H 1.03 -2.49 -0.90
H 1.44 -1.34 -3.02
H 1.14 -2.96 -3.94
H -0.27 -1.78 -3.74
H -0.26 -0.41 0.40
H -0.17 0.26 -1.91
H -0.82 1.68 -0.92
H -1.97 1.59 -3.13
H -2.40 -0.20 -2.97
H -5.50 1.56 -2.90
H -3.96 1.03 -3.91
H -5.59 -1.10 -2.09
H -5.95 -0.76 -3.89
H -4.24 -1.39 -3.42
H -5.66 1.91 -0.19
H -4.73 3.44 0.48
H -5.90 3.56 -0.99
C 0.91 3.92 8.46
O 0.36 5.07 7.84
C 1.27 6.16 7.74
C 1.36 6.71 6.32
O 1.87 5.82 5.32
C 1.09 4.68 4.99
C -0.29 4.94 4.38
O -1.18 5.53 5.33
C -1.86 6.67 4.85
H 0.74 3.96 9.54
H 0.39 3.04 8.06
H 1.98 3.80 8.25
H 2.26 5.88 8.10
H 0.89 6.95 8.40
H 2.06 7.55 6.34
H 0.42 7.14 5.99
H 1.03 4.00 5.85
H 1.68 4.13 4.24
H -0.73 3.98 4.09
H -0.19 5.55 3.48
H -1.28 7.23 4.11
H -2.07 7.33 5.69
H -2.82 6.37 4.41
C 5.22 1.42 -5.88
O 5.66 0.08 -5.89
C 5.28 -0.67 -4.74
C 4.58 -1.98 -5.10
O 3.34 -1.87 -5.79
C 3.36 -1.34 -7.12
C 4.14 -2.14 -8.17
O 5.54 -2.11 -7.91
C 6.16 -3.38 -7.95
H 5.97 2.06 -5.40
H 5.09 1.75 -6.91
H 4.25 1.54 -5.37
H 4.65 -0.08 -4.08
H 6.20 -0.90 -4.20
H 4.35 -2.49 -4.16
H 5.25 -2.66 -5.64
H 3.67 -0.30 -7.10
H 2.31 -1.32 -7.44
H 3.99 -1.67 -9.15
H 3.76 -3.16 -8.22
H 5.50 -4.19 -7.64
H 7.02 -3.37 -7.27
H 6.54 -3.58 -8.96
*
```

## Properties
orbital gap	6.50	eV
M	692.70	g mol⁻¹
F_max	0.1541	Eh/bohr
E_LUMO	-3.74	eV


Density functional theory data (ωB97M-V/def2-TZVPD) for a 2-piece molecular cluster, CH5N7 overall.

The geometry in ORCA input format:
```
! wB97M-V def2-TZVPD RIJCOSX def2/J DEFGRID3
* xyz 0 1
C 0.62 -1.93 -0.22
N 1.03 -0.55 1.34
N 2.00 -0.56 0.48
N 0.11 -1.36 0.88
N 1.83 -1.50 -0.51
N 0.10 1.19 -0.78
N -0.84 1.29 -0.07
N -2.19 1.22 -0.53
H 0.12 -2.74 -0.65
H -0.82 1.55 0.98
H 2.96 -0.03 0.53
H -2.08 1.61 -1.45
H -2.85 1.81 -0.02
*
```

## Properties
orbital gap	9.66	eV
M	115.10	g mol⁻¹
F_max	0.0640	Eh/bohr
ΔE to the lowest compared entry with this formula, charge and spin	0.606	eV
E_LUMO	1.17	eV


Density functional theory data (ωB97M-V/def2-TZVPD) for a 2-piece molecular cluster, C12H17N2O8 overall.

The geometry in ORCA input format:
```
! wB97M-V def2-TZVPD RIJCOSX def2/J DEFGRID3
* xyz -1 1
O -1.40 -3.82 -2.05
O 1.45 1.21 3.24
O 2.35 3.98 0.27
O 0.36 0.94 0.07
O 2.12 -2.15 -0.93
O -1.55 0.57 1.13
O -0.27 2.43 3.99
O 3.29 2.41 1.58
C -1.01 -3.12 -2.97
C 0.74 2.19 3.13
C 2.26 3.20 1.21
C -0.76 0.39 0.18
C 0.93 -2.08 -0.64
N 0.53 -2.72 0.47
N -0.39 -1.95 -2.84
C -1.22 -3.58 -4.39
C -0.79 -2.87 1.07
C -0.32 3.63 1.28
C 0.31 4.64 2.23
C 0.96 3.26 2.04
C -1.20 -0.52 -0.96
C -0.01 -1.27 -1.59
H -0.37 1.57 4.43
H 3.89 2.44 0.83
H 1.30 -3.14 0.96
H -0.10 -1.49 -3.69
H -1.73 -4.54 -4.38
H -0.26 -3.67 -4.88
H -1.84 -2.84 -4.91
H -0.75 -3.64 1.84
H -1.52 -3.18 0.31
H -1.10 -1.93 1.52
H -1.25 3.13 1.58
H -0.24 3.79 0.20
H 0.80 5.51 1.78
H -0.22 4.84 3.16
H -1.66 0.10 -1.73
H -1.96 -1.23 -0.63
H 0.65 -0.46 -1.92
*
```

## Properties
orbital gap	7.78	eV
M	317.27	g mol⁻¹
F_max	0.0400	Eh/bohr
E_LUMO	2.97	eV


Density functional theory data (ωB97M-V/def2-TZVPD) for a 2-piece molecular cluster, C4H12 overall.

The geometry in ORCA input format:
```
! wB97M-V def2-TZVPD RIJCOSX def2/J DEFGRID3
* xyz 0 1
C 0.26 -1.45 -0.05
C 1.43 -2.41 0.22
H -0.06 -1.07 0.91
H 0.51 -0.69 -0.79
H -0.62 -1.89 -0.50
H 1.99 -2.07 1.10
H 1.02 -3.40 0.42
H 2.19 -2.58 -0.54
C -1.44 1.70 -0.53
C -0.23 2.17 0.35
H -2.07 2.57 -0.71
H -0.98 1.21 -1.38
H -2.09 1.00 -0.01
H 0.34 2.82 -0.31
H 0.36 1.32 0.65
H -0.61 2.77 1.17
*
```

## Properties
orbital gap	12.77	eV
SMILES	CC.CC
M	60.14	g mol⁻¹
F_max	0.0324	Eh/bohr
ΔE to the lowest compared entry with this formula, charge and spin	0.364	eV
E_LUMO	1.17	eV


Density functional theory data (ωB97M-V/def2-TZVPD) for an isolated ion of composition C5H13N2 and charge +1.

The geometry in ORCA input format:
```
! wB97M-V def2-TZVPD RIJCOSX def2/J DEFGRID3
* xyz 1 1
C -0.80 0.41 -1.92
C -0.20 0.33 -0.75
C -0.71 1.01 0.49
C -0.50 0.21 1.78
N -1.13 -1.16 1.67
N 0.91 -0.62 -0.57
C 2.22 0.04 -0.95
H -0.57 -0.20 -2.79
H -1.76 0.91 -2.00
H -0.28 2.00 0.69
H -1.77 1.25 0.39
H 0.49 0.00 2.20
H -1.01 0.85 2.51
H -1.98 -0.95 1.13
H -1.44 -1.43 2.58
H 0.59 -1.47 -1.05
H 1.00 -0.85 0.42
H 2.09 0.77 -1.74
H 2.63 0.44 -0.03
H 2.89 -0.78 -1.24
*
```

## Properties
orbital gap	10.57	eV
SMILES	C=C(CCN)[NH2+]C
M	101.17	g mol⁻¹
F_max	0.0371	Eh/bohr
ΔE to the lowest compared entry with this formula, charge and spin	2.409	eV
E_LUMO	-3.23	eV


Density functional theory data (ωB97M-V/def2-TZVPD) for a 8-piece molecular cluster, C20H25Cl10N3 overall.

The geometry in ORCA input format:
```
! wB97M-V def2-TZVPD RIJCOSX def2/J DEFGRID3
* xyz 0 1
C -1.28 -2.87 -0.66
C -1.09 -3.88 0.27
C -0.83 -5.17 -0.19
N -0.80 -5.44 -1.50
C -1.05 -4.46 -2.41
C -1.35 -3.17 -2.02
H -1.58 -1.87 -0.39
H -1.09 -3.62 1.32
H -0.62 -6.04 0.43
H -1.04 -4.81 -3.43
H -1.56 -2.50 -2.84
C 2.39 -2.87 1.46
C 2.90 -3.83 2.31
C 4.26 -3.77 2.65
N 5.13 -2.84 2.16
C 4.54 -1.87 1.38
C 3.23 -1.88 0.96
H 1.34 -2.88 1.21
H 2.35 -4.56 2.89
H 4.75 -4.40 3.37
H 5.12 -0.99 1.15
H 2.81 -1.06 0.39
C -2.79 1.28 2.01
C -3.35 1.94 3.11
C -2.84 1.60 4.40
N -1.90 0.71 4.55
C -1.33 0.13 3.47
C -1.68 0.45 2.18
H -3.23 1.40 1.03
H -4.16 2.65 3.02
H -3.25 2.05 5.29
H -0.48 -0.53 3.55
H -1.18 -0.03 1.35
Cl 0.31 -0.28 -3.30
C 0.14 0.99 -2.10
Cl 0.84 0.51 -0.53
H 0.71 1.89 -2.36
H -0.87 1.24 -1.81
Cl 4.57 0.41 -1.63
C 4.18 1.96 -2.33
Cl 3.77 1.84 -4.05
H 3.38 2.45 -1.78
H 5.07 2.59 -2.24
Cl 1.69 4.44 -2.38
C 0.56 5.77 -2.37
Cl 0.96 6.87 -1.04
H 0.73 6.30 -3.30
H -0.48 5.46 -2.23
Cl -3.48 0.27 -1.72
C -4.96 -0.17 -2.71
Cl -4.56 -1.25 -3.99
H -5.72 -0.61 -2.06
H -5.39 0.75 -3.12
Cl -0.24 3.69 2.49
C -0.28 4.44 0.87
Cl -1.31 3.67 -0.32
H -0.71 5.44 0.94
H 0.77 4.49 0.58
*
```

## Properties
orbital gap	9.57	eV
SMILES	c1ccncc1.c1ccncc1.c1ccncc1.ClCCl.ClCCl.ClCCl.ClCCl.ClCCl
M	661.97	g mol⁻¹
F_max	0.0485	Eh/bohr
ΔE to the lowest compared entry with this formula, charge and spin	0.000	eV
E_LUMO	0.10	eV


Density functional theory data (ωB97M-V/def2-TZVPD) for a 2-piece molecular cluster, C7H11NO2 overall.

The geometry in ORCA input format:
```
! wB97M-V def2-TZVPD RIJCOSX def2/J DEFGRID3
* xyz 0 3
C -0.85 1.89 -0.42
C -0.09 0.82 0.08
C 1.21 0.74 0.25
C 2.02 -0.33 0.88
C 2.09 1.79 -0.51
C -1.75 -2.19 -1.11
C -1.52 -0.61 0.67
N -1.56 2.70 -0.82
O -2.35 -0.16 1.61
O -2.12 -1.02 -0.47
H 2.98 -0.37 0.49
H 2.38 0.03 2.02
H 1.41 -1.26 0.88
H 2.97 2.06 0.01
H 1.64 2.75 -0.69
H 2.47 1.41 -1.40
H -2.12 -3.05 -0.42
H -0.72 -2.12 -1.31
H -2.28 -2.15 -2.02
H -0.73 -1.27 1.15
H -3.06 0.33 1.11
*
```

## Properties
orbital gap (alpha / beta)	5.90 / 6.47	eV
M	141.17	g mol⁻¹
F_max	0.2254	Eh/bohr
ΔE to the lowest compared entry with this formula, charge and spin	1.987	eV
E_LUMO (alpha / beta)	0.66 / -2.39	eV
⟨S²⟩	2.02


Question: Which value of F_max does entry 2 give?
Answer: 0.2925 Eh/bohr


Question: Which of these has the lowest M?
Answer: C4H12